DFT (ωB97M-V with the def2-TZVPD basis set) results for C5H7N in the gas phase in a non-equilibrium geometry.

Output
E	-6785.034	eV
2S+1	1
molecular weight	81.118	g/mol
SMILES string	C#C[C@@H]1N[C@@H]1C
total charge	0

XYZ file:
```
13
C5H7N, DFT ωB97M-V with the def2-TZVPD basis set
C 2.417 -0.687 0.026
C 1.585 0.170 -0.158
C 0.482 1.032 -0.530
N -0.566 1.580 0.324
C -0.890 0.340 -0.337
C -1.198 -0.945 0.525
H 3.201 -1.346 0.317
H 0.797 1.796 -1.278
H -0.419 1.512 1.324
H -1.521 0.394 -1.225
H -1.013 -0.798 1.604
H -2.257 -1.283 0.455
H -0.582 -1.782 0.191
```

=====

DFT (ωB97M-V with the def2-TZVPD basis set) results for C5H7N in the gas phase in a non-equilibrium geometry.

Output
E	-6786.119	eV
2S+1	1
molecular weight	81.118	g/mol
SMILES string	C1=C[C@H]2N[C@H]2C1
total charge	0

XYZ file:
```
13
C5H7N, DFT ωB97M-V with the def2-TZVPD basis set
C -0.994 -0.569 -0.789
C -1.175 -0.501 0.529
C -0.181 0.414 1.140
N 1.178 -0.122 1.244
C 0.851 0.677 0.103
C 0.285 0.147 -1.212
H -1.624 -1.140 -1.459
H -1.769 -1.133 1.186
H -0.626 1.256 1.717
H 1.589 -1.040 1.105
H 1.489 1.549 0.119
H 0.149 0.997 -1.895
H 0.961 -0.563 -1.707
```

=====

DFT (ωB97M-V with the def2-TZVPD basis set) results for C5H7N in the gas phase in a non-equilibrium geometry.

Output
E	-6786.783	eV
2S+1	1
molecular weight	81.118	g/mol
SMILES string	Cc1cc[nH]c1
total charge	0

XYZ file:
```
13
C5H7N, DFT ωB97M-V with the def2-TZVPD basis set
C -0.879 -1.780 -0.506
C -0.222 -0.386 -0.326
C 0.603 -0.166 0.820
C 0.935 1.142 0.977
N 0.527 1.901 -0.056
C -0.220 0.834 -1.000
H -1.585 -2.001 0.319
H -1.434 -1.895 -1.441
H -0.111 -2.569 -0.464
H 1.080 -0.957 1.357
H 1.424 1.528 1.861
H 0.626 2.933 0.169
H -0.743 1.417 -1.711
```

=====

DFT (ωB97M-V with the def2-TZVPD basis set) results for a 2-piece molecular cluster, C5H7N overall.

Output
E	-6781.809	eV
2S+1	1
molecular weight	81.118	g/mol
total charge	0

XYZ file:
```
13
C5H7N, DFT ωB97M-V with the def2-TZVPD basis set
C 0.251 -1.223 -0.013
C 1.241 -0.053 -0.171
C 0.501 1.086 -0.493
C -0.788 1.030 0.140
N -1.895 -0.020 0.133
C -0.687 -0.341 0.754
H 0.666 -2.028 0.596
H -0.137 -1.634 -0.962
H 2.267 -0.200 -0.505
H 0.956 2.036 -0.765
H -1.118 1.902 0.697
H -1.997 -0.525 -0.753
H 0.739 -0.030 1.342
```

=====

Record-wise relative energy (zero: lowest compared OMol25 entry of this formula, charge and spin) values, in kJ/mol: 335.6 231.0 166.9 646.8
Record-wise frontier orbital gap values, in eV: 10.14 9.87 9.11 8.43
Record-wise HOMO energy values, in hartree: -0.3322 -0.3187 -0.2942 -0.3034